Formula: C4H6O2
Source: the Open Molecules 2025 dataset
Level of theory: ωB97M-V/def2-TZVPD

XYZ file:
```
12
Properties=species:S:1:pos:R:3:mulliken_charge:R:1
C -0.576 1.356 -0.488 -1.1314
C 0.054 0.391 0.464 0.5070
C 1.246 -0.390 0.315 0.1822
O 2.340 -0.494 -0.188 -0.5666
C -0.107 -1.119 0.598 -0.2563
O -0.808 -1.826 -0.369 -0.5132
H -0.488 0.987 -1.511 0.2602
H -1.629 1.505 -0.251 0.3119
H -0.062 2.316 -0.441 0.3498
H 0.705 0.535 1.528 0.1739
H -0.280 -1.552 1.575 0.3537
H -0.396 -1.707 -1.232 0.3288
```

Summary:
ΔE to the lowest compared entry with this formula, charge and spin = 3.798 eV
HOMO-LUMO gap = 9.2 eV
HOMO = -8.6 eV


Formula: CH3NO2S
Source: the Open Molecules 2025 dataset
Level of theory: ωB97M-V/def2-TZVPD

XYZ file:
```
8
Properties=species:S:1:pos:R:3:mulliken_charge:R:1
C 1.618 -0.872 0.093 0.0643
N -1.573 0.232 0.278 -0.4650
O 2.684 -0.424 -0.114 -0.3170
O -0.211 2.002 -1.039 -0.4589
S -0.180 1.332 0.267 0.4285
H 1.232 -1.891 0.116 0.2764
H -1.591 -0.437 0.972 0.2315
H -1.980 0.058 -0.573 0.2401
```

Summary:
ΔE to the lowest compared entry with this formula, charge and spin = 3.185 eV
HOMO-LUMO gap (alpha / beta) = 8.0 / 8.1 eV
HOMO (alpha / beta) = -8.2 / -7.9 eV


Formula: C46H37AsHgN7O
Source: the Open Molecules 2025 dataset
Level of theory: ωB97M-V/def2-TZVPD

XYZ file:
```
93
Properties=species:S:1:pos:R:3:mulliken_charge:R:1
Hg -0.535 0.220 1.437 4.6221
C 4.436 2.861 2.204 -0.5715
C 3.254 3.069 2.903 -0.7001
C 2.332 2.048 3.047 -0.3794
C 2.574 0.792 2.487 -0.0760
C 3.785 0.578 1.818 0.1153
C 4.701 1.607 1.674 -0.8352
N 1.564 -0.174 2.499 -0.1809
C 1.788 -1.430 2.799 0.6591
C 2.961 -1.890 3.490 -0.8252
C 3.085 -3.184 3.878 -0.6366
C 2.077 -4.151 3.591 -0.7269
C 0.962 -3.784 2.917 -0.8867
C 0.776 -2.437 2.487 0.0910
N -0.293 -2.038 1.807 1.2747
N -1.161 -2.913 1.429 -1.2298
C -2.373 -2.436 1.010 -0.2816
C -2.932 -3.816 -1.120 -0.3339
C -4.261 -3.306 -0.641 -0.5423
C -4.991 -1.019 0.238 -0.9538
C -4.023 -0.712 1.109 -0.3584
N -2.754 -1.229 1.293 -0.0455
H 5.140 3.671 2.067 0.4130
H 3.045 4.042 3.330 0.4200
H 1.407 2.208 3.587 0.3789
H 3.979 -0.395 1.380 0.5011
H 5.620 1.433 1.128 0.3663
H 3.720 -1.164 3.747 0.4682
H 3.962 -3.492 4.435 0.4200
H 2.205 -5.171 3.929 0.4055
H 0.180 -4.495 2.687 0.4638
H -2.881 -4.872 -1.358 0.5249
H -5.008 -4.090 -0.607 0.3435
H -5.900 -0.432 0.296 0.4165
H -4.232 0.101 1.800 0.2564
C 2.498 4.176 -1.817 -0.7740
C 2.552 2.818 -1.529 -1.1609
C 1.680 2.258 -0.615 0.8940
C 0.723 3.045 0.037 -0.5939
C 0.681 4.420 -0.253 -0.4168
C 1.560 4.969 -1.168 -0.7022
N -0.121 2.447 0.967 0.9999
N -0.827 3.305 1.672 -0.7566
C -1.621 2.823 2.653 -0.2911
C -2.304 3.774 3.451 -0.6759
C -3.090 3.352 4.488 -0.2759
C -3.216 1.977 4.740 -0.8061
C -2.541 1.105 3.918 -0.6230
N -1.768 1.497 2.903 0.3210
H 3.185 4.612 -2.533 0.4364
H 3.289 2.192 -2.019 0.4626
H 1.734 1.206 -0.378 0.1577
H -0.045 5.030 0.264 0.4577
H 1.517 6.031 -1.381 0.4082
H -2.167 4.819 3.211 0.5059
H -3.609 4.071 5.110 0.3754
H -3.824 1.606 5.553 0.4218
H -2.619 0.032 4.060 0.4851
O -0.106 -0.334 -0.785 -0.4359
As -0.303 -0.841 -2.330 -0.3217
C -0.264 0.695 -3.494 0.3695
C 0.542 0.751 -4.623 -0.4387
C 0.661 1.947 -5.316 -0.7193
C -0.012 3.076 -4.876 -0.6269
C -0.813 3.018 -3.743 -0.6497
C -0.936 1.828 -3.047 -0.1441
C 1.126 -2.063 -2.764 0.2248
C 2.121 -2.213 -1.806 -0.1350
C 3.147 -3.122 -2.016 -0.7736
C 3.173 -3.877 -3.180 -0.4873
C 2.175 -3.727 -4.135 -0.7658
C 1.146 -2.822 -3.929 -0.3460
C -1.982 -1.797 -2.300 0.8917
C -3.158 -0.983 -2.561 -0.4144
C -4.384 -1.093 -2.050 -1.3513
C -4.913 -1.968 -0.943 -0.0230
C -3.173 -3.517 0.366 -0.1378
C -1.881 -3.012 -1.754 -0.9041
H 1.076 -0.131 -4.956 0.3478
H 1.295 1.999 -6.192 0.4202
H 0.100 4.011 -5.408 0.3928
H -1.320 3.905 -3.386 0.4044
H -1.524 1.779 -2.137 0.3006
H 2.065 -1.621 -0.898 0.0354
H 3.921 -3.246 -1.269 0.4549
H 3.970 -4.591 -3.344 0.3812
H 2.197 -4.323 -5.039 0.4061
H 0.356 -2.712 -4.663 0.4416
H -2.994 -0.171 -3.264 0.4210
H -5.116 -0.364 -2.383 0.3727
H -5.943 -2.202 -1.216 0.6454
H -3.235 -4.395 0.996 0.4651
H -0.888 -3.449 -1.668 0.2732
```

Summary:
multiplicity = 2
⟨S²⟩ = 0.77
HOMO-LUMO gap (alpha / beta) = 4.8 / 5.8 eV
HOMO (alpha / beta) = -5.8 / -6.8 eV


Formula: C5H12O2
Source: the Open Molecules 2025 dataset
Level of theory: ωB97M-V/def2-TZVPD

XYZ file:
```
19
Properties=species:S:1:pos:R:3:mulliken_charge:R:1
C 3.328 -0.120 0.255 -0.6898
C 2.023 -0.372 0.270 -0.2477
C 1.198 -0.449 -0.935 0.6877
C 1.138 0.441 -1.938 -0.8631
C -0.023 -1.357 -0.888 -1.2260
H 3.707 0.497 -0.563 0.2533
H 3.983 -0.020 1.116 0.2899
H 1.460 -0.429 1.203 0.2768
H 0.936 0.243 -2.984 0.2772
H 1.470 1.470 -1.894 0.3055
H -0.628 -1.238 0.006 0.2838
H -0.751 -1.094 -1.650 0.3649
H 0.223 -2.417 -0.999 0.2890
O -3.211 2.245 -1.075 -0.6383
H -4.140 2.001 -1.101 0.3176
H -2.873 1.895 -0.243 0.3190
O -2.949 -0.541 3.640 -0.6405
H -2.792 0.241 4.178 0.3210
H -2.099 -0.995 3.601 0.3198
```

Summary:
ΔE to the lowest compared entry with this formula, charge and spin = 3.275 eV
HOMO-LUMO gap = 9.0 eV
HOMO = -8.6 eV


Formula: C3H2O3
Source: the Open Molecules 2025 dataset
Level of theory: ωB97M-V/def2-TZVPD

XYZ file:
```
8
Properties=species:S:1:pos:R:3:mulliken_charge:R:1
O 0.922 -0.978 1.843 -0.3940
C 0.433 -0.811 0.762 -0.0282
C 0.536 0.492 -0.075 0.5475
O 1.454 1.268 -0.140 -0.4490
C -0.774 0.553 -0.854 0.0218
O -1.119 -0.463 -1.411 -0.4158
H -0.247 -1.522 0.258 0.3707
H -1.421 1.441 -0.776 0.3469
```

Summary:
ΔE to the lowest compared entry with this formula, charge and spin = 1.887 eV
HOMO-LUMO gap = 8.3 eV
HOMO = -9.8 eV


Formula: C11H13N2O
Source: the Open Molecules 2025 dataset
Level of theory: ωB97M-V/def2-TZVPD

XYZ file:
```
27
Properties=species:S:1:pos:R:3:mulliken_charge:R:1
C -3.433 0.007 -0.489 -0.4952
C -3.057 -1.356 -0.684 -0.2847
C -2.484 0.875 -0.028 -0.8691
C -1.767 -1.767 -0.567 -0.4252
C -1.119 0.581 -0.108 0.6830
C -0.140 1.506 -0.325 0.1493
C -0.791 -0.833 -0.256 0.4702
C 1.659 -0.606 0.139 1.2638
C 0.002 2.887 0.113 -0.9943
C 1.918 -0.242 1.666 -1.5131
C 2.779 -1.597 -0.327 -1.4076
N 0.429 -1.388 -0.110 -0.7028
N 1.740 0.591 -0.634 0.0414
O 2.049 0.470 -1.837 -0.6287
H -4.568 0.221 -0.663 0.2075
H -3.774 -2.046 -1.074 0.3532
H -2.706 1.890 0.284 0.2078
H -1.640 -2.907 -0.594 0.2390
H 0.731 2.891 1.023 0.1951
H -0.982 3.256 0.592 0.2880
H 0.203 3.534 -0.756 0.2480
H 0.893 -0.117 2.235 0.2356
H 2.451 0.694 1.619 0.3959
H 2.603 -0.982 2.213 0.3346
H 2.734 -1.566 -1.508 0.3135
H 2.474 -2.664 0.051 0.3174
H 3.797 -1.330 0.026 0.3773
```

Summary:
ΔE to the lowest compared entry with this formula, charge and spin = 3.858 eV
charge = -1
HOMO-LUMO gap (alpha / beta) = 6.9 / 5.7 eV
HOMO (alpha / beta) = -3.3 / -1.9 eV


| no. | electronic energy (hartree) |
| --- | --- |
| 1 | -306.36672 |
| 2 | -643.19710 |
| 3 | -4622.65316 |
| 4 | -348.08445 |
| 5 | -341.16744 |
| 6 | -611.49894 |